The following is a quantum chemistry calculation of a molecular structure, C51H64GeN3O4P2Si2W, from the OMol25 dataset.

Values from the calculation:
<S²>   0.767
2S+1   2
Total charge   +2
HOMO energy (alpha / beta)   -12.694 / -12.688 eV

Structure (XYZ):
```
128
Properties=species:S:1:pos:R:3:forces:R:3:lowdin_charge:R:1
W -0.569 -0.324 -0.565 -0.367 3.457 8.250 1.577
C -2.763 -1.388 3.382 0.734 -0.005 -0.391 -0.151
Si -1.162 -2.018 2.523 -0.891 -1.545 0.187 0.470
C -1.618 -3.468 1.356 0.218 0.414 0.489 -0.166
C 0.001 -2.688 3.888 -0.231 0.436 -0.510 -0.155
N -0.395 -0.804 1.483 0.291 0.300 -0.863 -0.391
P 0.555 0.483 1.867 1.717 0.816 0.228 0.754
C 0.493 1.450 0.382 -2.252 -2.128 0.321 -0.418
P -0.993 2.424 0.260 0.524 0.388 -0.516 0.764
N -1.980 1.358 -0.506 0.162 0.520 -0.327 -0.396
Si -3.542 1.723 -1.216 -1.274 -0.306 -0.326 0.453
C -4.323 0.079 -1.841 0.384 0.793 0.064 -0.159
C -4.714 2.483 0.084 0.597 -0.174 -0.593 -0.149
C -3.498 2.839 -2.777 0.177 -0.325 0.626 -0.154
C -0.624 3.863 -0.795 -0.026 -0.355 0.359 -0.320
C -1.583 4.854 -1.000 0.062 0.060 -0.035 -0.121
C -1.307 5.916 -1.843 -0.107 -0.008 0.031 -0.052
C -0.076 5.995 -2.479 0.087 -0.027 -0.002 -0.046
C 0.886 5.019 -2.268 -0.010 0.047 -0.102 -0.055
C 0.614 3.953 -1.426 0.071 -0.115 0.146 -0.097
C -1.794 3.136 1.731 0.215 -0.280 -0.486 -0.318
C -1.577 4.453 2.120 -0.082 0.033 -0.130 -0.088
C -2.158 4.928 3.282 -0.051 0.095 -0.002 -0.054
C -2.956 4.100 4.052 0.050 0.003 -0.066 -0.041
C -3.170 2.786 3.667 -0.009 -0.088 0.063 -0.045
C -2.582 2.302 2.516 -0.028 -0.039 -0.172 -0.117
C 2.313 0.081 2.150 -0.383 -0.164 0.112 -0.304
C 2.822 -1.202 2.289 -0.291 0.102 0.000 -0.083
C 4.172 -1.394 2.533 0.098 0.035 0.050 -0.043
C 5.017 -0.304 2.656 -0.058 -0.150 0.015 -0.054
C 4.517 0.982 2.505 -0.064 0.080 0.014 -0.063
C 3.172 1.175 2.258 -0.090 -0.039 -0.039 -0.092
C 0.189 1.363 3.427 -0.096 -0.133 -0.394 -0.283
C -0.268 0.719 4.569 0.034 -0.027 -0.157 -0.082
C -0.412 1.419 5.754 0.025 -0.079 0.075 -0.047
C -0.079 2.760 5.816 0.069 -0.105 -0.010 -0.048
C 0.394 3.403 4.684 0.135 -0.013 0.043 -0.055
C 0.530 2.711 3.496 0.070 -0.090 -0.030 -0.111
H -2.980 -2.071 4.197 0.021 -0.206 0.216 0.043
H -2.669 -0.399 3.820 0.049 0.171 0.089 0.004
H -3.643 -1.394 2.747 -0.050 -0.037 -0.212 0.023
H -1.152 -4.391 1.684 0.117 -0.119 0.031 0.035
H -2.688 -3.651 1.346 -0.272 0.089 0.012 0.037
H -1.279 -3.278 0.335 0.023 -0.072 0.144 -0.018
H -0.569 -2.853 4.796 -0.211 0.074 0.206 0.042
H 0.410 -3.657 3.623 0.073 -0.145 -0.234 0.026
H 0.837 -2.043 4.141 0.111 0.109 0.043 0.021
H -4.986 -0.383 -1.113 -0.023 -0.086 0.153 0.037
H -4.946 0.319 -2.696 -0.187 0.089 -0.196 0.041
H -3.586 -0.651 -2.173 -0.061 -0.011 0.052 -0.006
H -4.914 1.841 0.937 0.073 -0.210 0.074 0.029
H -4.337 3.420 0.480 0.065 0.206 0.073 0.022
H -5.669 2.691 -0.385 -0.252 0.033 -0.209 0.041
H -3.279 2.270 -3.677 -0.066 -0.161 -0.104 0.016
H -4.488 3.262 -2.913 -0.257 0.050 0.018 0.047
H -2.803 3.673 -2.729 0.047 0.049 0.003 0.004
H -2.538 4.791 -0.497 -0.087 0.065 0.009 0.109
H -2.047 6.683 -2.007 -0.078 0.076 0.009 0.120
H 0.140 6.827 -3.131 0.008 0.106 -0.071 0.117
H 1.847 5.097 -2.753 0.096 0.004 -0.023 0.114
H 1.354 3.186 -1.232 0.036 0.010 -0.019 0.085
H -0.960 5.109 1.523 0.085 0.036 0.005 0.114
H -1.980 5.944 3.599 0.005 0.140 -0.024 0.120
H -3.401 4.473 4.960 -0.080 0.050 0.105 0.120
H -3.788 2.147 4.277 -0.089 -0.145 0.062 0.118
H -2.731 1.274 2.202 -0.038 -0.007 0.111 0.085
H 2.173 -2.056 2.199 -0.028 -0.090 -0.033 0.068
H 4.556 -2.399 2.613 0.061 -0.082 0.054 0.119
H 6.063 -0.455 2.871 0.130 -0.018 -0.037 0.117
H 5.176 1.836 2.571 0.043 0.032 0.060 0.117
H 2.786 2.176 2.134 0.065 0.099 -0.027 0.099
H -0.503 -0.330 4.546 -0.044 -0.129 0.083 0.059
H -0.766 0.904 6.634 -0.037 -0.044 0.102 0.118
H -0.161 3.295 6.749 -0.065 0.084 0.097 0.118
H 0.669 4.444 4.729 0.025 0.149 -0.003 0.120
H 0.897 3.227 2.618 0.007 0.027 0.005 0.104
O -2.110 -2.516 -1.813 -0.314 -0.254 0.052 -0.102
H -1.900 -2.433 -2.752 0.104 -0.191 0.083 0.038
H -2.382 -3.434 -1.678 0.147 -0.031 -0.052 0.091
O -2.768 -1.121 0.300 0.230 -0.110 -0.183 -0.170
H -3.340 -1.735 -0.186 0.292 0.167 -0.113 0.074
H -3.344 -0.472 0.730 0.254 0.049 -0.180 0.057
O 1.434 0.701 -2.260 0.066 0.304 -0.545 -0.131
H 2.393 0.722 -2.125 -0.050 -0.200 0.212 0.053
H 1.251 1.186 -3.079 0.215 -0.217 0.270 0.056
C -1.301 -0.328 -4.792 -0.709 0.247 0.342 0.067
C -1.136 0.370 -3.479 3.173 1.363 0.652 -0.342
N -0.670 1.690 -3.486 -2.330 -2.630 0.106 0.213
O -1.018 -0.280 -2.361 -1.671 0.834 -6.191 -0.320
H -1.470 0.386 -5.592 -0.051 0.100 0.004 0.105
H -2.137 -1.024 -4.770 -0.039 -0.083 0.074 0.110
H -0.396 -0.895 -5.027 0.157 -0.054 0.305 0.093
H -0.947 2.256 -4.275 0.062 -0.007 -0.182 0.138
H -0.786 2.157 -2.590 0.360 0.183 0.105 0.069
C 1.156 -3.318 -5.864 -0.070 -0.019 -0.061 -0.074
C 1.991 -2.314 -5.404 0.000 0.105 -0.134 -0.073
C 1.924 -1.901 -4.083 0.027 0.058 0.205 -0.124
C 1.032 -2.480 -3.184 -0.178 0.170 0.505 -0.316
C 0.195 -3.484 -3.673 -0.058 0.086 0.166 -0.172
C 0.257 -3.906 -4.990 -0.146 -0.017 -0.153 -0.074
Ge 1.122 -2.090 -1.193 2.680 -2.268 -1.801 0.954
C 1.380 -4.007 -0.570 -0.513 0.582 0.165 -0.281
C 1.406 -4.284 0.790 -0.030 0.189 0.000 -0.157
C 1.778 -5.522 1.282 0.013 -0.082 0.094 -0.070
C 2.131 -6.531 0.403 -0.015 0.005 -0.008 -0.067
C 2.116 -6.277 -0.957 0.040 -0.140 -0.020 -0.062
C 1.747 -5.032 -1.438 -0.114 0.257 -0.148 -0.119
C 3.096 -1.622 -1.105 -0.638 0.287 0.145 -0.290
C 3.576 -0.395 -0.662 -0.128 0.112 -0.028 -0.177
C 4.928 -0.094 -0.694 0.105 0.132 -0.073 -0.081
C 5.835 -1.033 -1.154 0.029 0.009 -0.007 -0.068
C 5.375 -2.271 -1.571 0.090 -0.062 -0.023 -0.057
C 4.021 -2.558 -1.556 -0.246 -0.062 0.028 -0.093
H 1.217 -3.655 -6.887 0.024 -0.035 -0.120 0.111
H 2.709 -1.864 -6.073 0.096 0.049 -0.073 0.110
H 2.615 -1.147 -3.732 0.098 0.043 -0.013 0.093
H -0.461 -4.007 -2.989 0.010 -0.094 -0.020 0.092
H -0.380 -4.710 -5.330 -0.071 -0.091 -0.045 0.111
H 1.120 -3.507 1.481 -0.022 0.029 0.169 0.036
H 1.794 -5.705 2.346 -0.014 -0.001 0.132 0.107
H 2.411 -7.504 0.773 0.058 -0.100 0.043 0.110
H 2.401 -7.049 -1.655 0.023 -0.092 -0.065 0.111
H 1.764 -4.860 -2.503 0.039 -0.077 -0.056 0.090
H 2.882 0.330 -0.250 0.114 0.063 -0.080 0.061
H 5.275 0.872 -0.355 0.023 0.086 0.045 0.107
H 6.889 -0.803 -1.190 0.083 0.004 0.029 0.110
H 6.075 -3.020 -1.910 0.065 -0.058 -0.075 0.111
H 3.673 -3.519 -1.903 0.107 -0.114 -0.027 0.093
```
Forces are in eV/Å.

The following is a quantum chemistry calculation of 6 unconnected molecules or ions with the total composition C36H90N6, from the OMol25 dataset.

Values from the calculation:
<S²>   0.751
2S+1   2
ΔE to the lowest compared entry with this formula, charge and spin   0.00 kcal per mole
Total charge   -1
HOMO energy (alpha / beta)   0.957 / -5.579 eV

Structure (XYZ):
```
132
Properties=species:S:1:pos:R:3:forces:R:3:lowdin_charge:R:1
C -4.531 0.775 -2.048 0.694 -0.346 0.171 -0.124
C -4.576 0.183 -3.467 0.131 -0.378 0.146 -0.255
N -4.374 -1.256 -3.539 -1.301 -0.734 -0.549 -0.202
C -5.573 -2.053 -3.153 1.099 -0.102 -0.559 -0.237
C -6.124 -2.859 -4.331 0.223 0.076 -0.655 -0.105
C -3.125 -1.846 -3.109 0.989 -0.303 -0.155 -0.273
C -1.817 -1.224 -3.637 -0.306 0.750 0.448 -0.093
H -3.695 0.254 -1.582 0.355 0.445 0.260 0.040
H -5.337 0.583 -1.340 -0.549 -0.277 -0.536 0.051
H -4.363 1.852 -2.005 0.196 -0.015 -0.222 0.049
H -5.522 0.391 -3.968 -0.009 0.096 -0.109 0.104
H -3.776 0.554 -4.107 -0.058 0.753 0.238 0.098
H -5.216 -2.740 -2.386 -0.557 -0.045 0.437 0.091
H -6.366 -1.399 -2.792 0.179 0.022 0.338 0.106
H -6.186 -2.212 -5.205 -0.071 0.168 -0.023 0.064
H -5.462 -3.670 -4.635 0.181 -0.044 0.179 0.061
H -7.114 -3.296 -4.200 -0.056 0.055 0.425 0.059
H -3.045 -2.888 -3.420 -0.674 -0.231 -0.191 0.106
H -3.061 -1.904 -2.023 0.140 0.180 0.503 0.088
H -0.917 -1.682 -3.226 -0.246 -0.387 0.302 0.060
H -1.766 -0.197 -3.275 0.141 0.264 -0.294 0.057
H -1.672 -1.249 -4.717 -0.465 0.078 -0.087 0.068
C 1.536 1.860 -0.975 0.463 -0.455 -0.033 -0.127
C 0.567 1.374 0.059 -0.737 -0.530 0.420 -0.331
N 0.361 -0.100 0.040 -3.119 2.872 -1.414 -0.191
C 1.489 -0.788 0.469 -0.107 -1.716 0.318 -0.315
C 1.354 -2.311 0.226 1.018 0.616 0.892 -0.082
C -1.041 -0.361 0.553 1.744 0.124 0.554 -0.198
C -1.201 0.047 2.056 -0.576 -0.831 -0.880 -0.115
H 2.318 2.416 -0.459 0.061 0.441 -0.581 0.060
H 0.976 2.403 -1.736 0.526 0.288 -0.069 0.059
H 2.000 0.988 -1.434 0.121 0.143 -0.283 0.044
H 0.843 1.733 1.051 0.363 -0.192 0.392 0.085
H -0.366 1.913 -0.108 -0.348 -0.502 -0.042 0.085
H 2.372 -0.418 -0.051 0.028 0.016 -0.145 0.096
H 1.670 -0.581 1.524 0.344 -0.295 0.625 0.099
H 1.403 -2.639 -0.812 -0.179 0.336 -0.066 0.058
H 2.247 -2.676 0.734 0.001 -0.687 -0.032 0.057
H 0.485 -2.741 0.723 -0.014 0.053 -0.074 0.053
H -1.289 -1.408 0.375 0.046 -0.104 0.245 0.079
H -1.679 0.211 -0.120 -0.112 0.102 0.213 0.084
H -2.159 -0.264 2.472 -0.307 -0.038 -0.270 0.034
H -1.169 1.126 2.211 0.461 -0.085 0.029 0.044
H -0.490 -0.527 2.651 0.357 0.417 0.074 0.055
C 4.985 -3.399 -6.238 -0.542 0.355 1.092 -0.096
C 3.809 -2.659 -5.564 0.324 0.396 0.329 -0.253
N 4.109 -1.793 -4.374 -0.982 -0.030 -1.150 -0.187
C 2.823 -1.187 -3.895 1.547 -0.100 -0.616 -0.237
C 2.367 -0.042 -4.811 0.490 -0.100 0.366 -0.093
C 4.964 -2.312 -3.292 -0.420 1.290 -0.285 -0.248
C 5.586 -1.187 -2.416 0.407 -0.696 -0.030 -0.108
H 5.799 -2.758 -6.577 -0.187 0.138 -0.108 0.069
H 4.584 -4.004 -7.051 0.180 0.043 -0.052 0.066
H 5.387 -4.056 -5.468 0.218 -0.283 -0.251 0.055
H 3.246 -2.063 -6.283 0.531 0.595 -0.149 0.094
H 3.029 -3.395 -5.371 -0.013 -0.646 0.745 0.098
H 2.009 -1.911 -3.880 -0.003 -0.414 0.486 0.099
H 3.125 -0.879 -2.893 -0.844 0.399 0.074 0.086
H 1.809 -0.410 -5.672 -0.119 -0.005 0.086 0.056
H 1.753 0.669 -4.257 -0.074 0.005 -0.094 0.058
H 3.258 0.457 -5.193 -0.042 0.216 0.054 0.069
H 5.866 -2.661 -3.795 -0.315 -0.984 0.202 0.099
H 4.401 -3.006 -2.669 0.380 -0.666 0.045 0.109
H 6.326 -1.621 -1.744 0.407 -0.500 -0.308 0.057
H 5.029 -0.653 -1.646 -0.797 0.379 -0.793 0.053
H 6.133 -0.580 -3.138 -0.195 0.643 0.420 0.071
C 4.668 3.785 -3.341 -1.303 0.966 -0.181 -0.093
C 4.644 5.348 -3.169 -0.479 -1.842 -0.170 -0.273
N 5.516 5.827 -2.117 -0.681 1.278 0.181 -0.182
C 6.890 5.340 -2.173 -0.848 0.129 1.014 -0.271
C 7.580 5.516 -0.804 0.436 -0.914 -1.199 -0.099
C 5.382 7.342 -1.972 0.829 -2.307 -1.291 -0.243
C 4.134 7.782 -1.319 -0.846 0.614 1.067 -0.125
H 3.840 3.519 -3.999 -0.128 0.223 -0.375 0.056
H 4.347 3.265 -2.439 0.824 -0.048 0.290 0.065
H 5.543 3.397 -3.863 0.208 0.007 0.586 0.061
H 4.732 5.721 -4.190 1.180 0.661 -0.395 0.099
H 3.617 5.673 -2.999 -0.093 -0.263 0.708 0.094
H 7.361 5.713 -3.082 0.775 0.178 0.065 0.115
H 6.901 4.250 -2.189 -0.510 -0.014 -0.774 0.094
H 7.896 6.518 -0.514 -0.237 -0.202 0.229 0.060
H 8.425 4.833 -0.884 0.723 0.496 0.157 0.059
H 6.963 4.941 -0.114 -0.318 0.843 0.414 0.076
H 6.267 7.710 -1.453 -0.101 0.064 -0.061 0.101
H 5.346 7.741 -2.986 0.505 0.285 -0.339 0.103
H 4.032 8.854 -1.490 -0.007 0.191 0.142 0.071
H 3.206 7.354 -1.698 0.217 -0.292 -0.087 0.064
H 4.178 7.624 -0.241 -0.179 -0.091 0.034 0.074
C -3.874 -2.660 3.580 0.369 0.942 0.923 -0.123
C -3.582 -4.143 3.630 -0.645 1.445 -2.658 -0.206
N -3.941 -4.636 2.230 -1.054 0.810 2.705 -0.209
C -2.880 -4.448 1.307 0.371 -0.040 -1.958 -0.252
C -3.257 -4.627 -0.212 -0.111 -0.191 0.280 -0.083
C -4.537 -5.922 2.321 0.272 -0.746 -2.444 -0.302
C -5.963 -5.896 2.791 -0.653 0.136 1.381 -0.094
H -3.376 -2.229 4.448 -0.408 0.409 0.385 0.060
H -4.943 -2.450 3.580 0.029 -0.051 0.178 0.066
H -3.451 -2.074 2.764 0.109 -0.554 -0.349 0.042
H -2.522 -4.246 3.863 0.135 -0.656 0.046 0.107
H -4.240 -4.535 4.406 0.278 -0.578 -0.265 0.103
H -2.636 -3.387 1.272 0.662 -0.088 0.831 0.092
H -2.073 -5.107 1.625 0.857 0.180 -0.371 0.112
H -2.522 -4.456 -0.999 1.092 0.244 0.763 0.056
H -3.570 -5.630 -0.501 -0.757 0.077 0.295 0.053
H -3.947 -3.820 -0.459 -0.766 -0.490 0.115 0.056
H -3.875 -6.641 2.804 -0.114 -0.330 0.819 0.117
H -4.519 -6.286 1.294 -0.322 -0.241 -0.212 0.096
H -5.981 -5.723 3.867 -0.064 -0.134 0.275 0.055
H -6.541 -6.807 2.633 0.318 -0.207 -0.170 0.067
H -6.572 -5.072 2.420 0.406 0.068 -0.567 0.077
C -0.939 2.308 9.409 0.555 -1.288 0.288 -0.101
C -1.500 2.772 8.086 -0.677 -0.805 0.285 -0.265
N -1.786 1.665 7.138 0.022 0.305 0.659 -0.187
C -2.783 2.215 6.205 -0.875 0.080 1.262 -0.257
C -4.170 2.329 6.939 0.298 -0.182 -0.994 -0.100
C -0.582 1.202 6.498 0.363 -1.012 -0.860 -0.294
C -0.753 -0.113 5.733 -0.340 0.222 0.664 -0.100
H -1.599 1.554 9.838 -0.407 0.244 0.154 0.072
H -0.732 3.074 10.156 -0.222 0.249 -0.239 0.068
H -0.025 1.724 9.310 0.370 0.247 -0.279 0.055
H -2.491 3.160 8.322 0.376 0.566 -0.127 0.085
H -0.867 3.531 7.625 0.028 0.288 -0.178 0.115
H -2.392 3.160 5.830 -0.280 0.577 -0.007 0.099
H -3.019 1.673 5.290 0.600 -0.715 0.268 0.093
H -4.864 2.482 6.113 -0.469 0.218 0.321 0.054
H -4.442 1.399 7.437 0.272 -0.322 -0.326 0.069
H -4.335 3.069 7.722 0.359 0.431 -0.395 0.052
H 0.228 0.957 7.186 -0.068 0.850 0.406 0.106
H -0.259 1.914 5.739 0.441 0.542 0.072 0.101
H -0.684 -0.977 6.393 -0.222 0.003 0.166 0.064
H 0.082 -0.204 5.038 -0.441 -0.007 -0.457 0.061
H -1.759 -0.071 5.315 0.326 -0.489 -0.705 0.050
```
Forces are in eV/Å.

The following is a quantum chemistry calculation of a single C6H3NO molecule, from the OMol25 dataset.

Values from the calculation:
2S+1   1
ΔE to the lowest compared entry with this formula, charge and spin   34.34 kcal per mole
Total charge   0
Structure (SMILES)   N#CC1=CC(=O)C=C1
HOMO energy   -10.161 eV

Structure (XYZ):
```
11
Properties=species:S:1:pos:R:3:forces:R:3:lowdin_charge:R:1
N -1.445 -2.620 1.840 4.432 5.497 -6.021 0.123
C -0.858 -1.845 1.053 -3.576 -3.627 4.775 -0.097
C -0.261 -0.648 0.350 -1.001 -2.701 -0.512 -0.244
C 0.207 0.355 1.026 2.282 2.123 2.999 0.018
C 0.743 1.426 0.010 -0.210 2.488 -0.117 -0.269
O 1.404 2.460 0.221 -2.101 -3.713 -0.605 0.083
C 0.169 0.900 -1.371 0.635 -1.777 0.114 0.016
C -0.157 -0.395 -1.159 -0.263 0.668 1.905 -0.018
H 0.363 0.367 2.183 -0.409 0.329 -2.489 0.169
H 0.166 1.272 -2.407 0.555 0.438 0.930 0.114
H -0.332 -1.272 -1.747 -0.344 0.276 -0.978 0.105
```
Forces are in eV/Å.

The following is a quantum chemistry calculation of a gas-phase ion, C2HIN3 (charge +1), from the OMol25 dataset.

Values from the calculation:
2S+1   1
ΔE to the lowest compared entry with this formula, charge and spin   44.40 kcal per mole
Total charge   +1
HOMO energy   -14.503 eV

Structure (XYZ):
```
7
Properties=species:S:1:pos:R:3:forces:R:3:lowdin_charge:R:1
C 1.039 -0.650 0.091 3.131 -2.606 -0.364 0.186
C -1.159 0.105 -0.274 -2.454 -0.914 -0.155 -0.653
N 1.207 0.512 0.119 -0.508 1.668 0.409 0.062
N -0.679 1.190 -0.121 -2.072 -0.447 0.089 0.018
N 0.522 1.565 -0.153 2.673 1.778 -0.172 0.064
I -2.629 -1.228 -0.045 0.554 0.467 0.061 1.176
H 1.700 -1.494 0.383 -1.322 0.054 0.132 0.148
```
Forces are in eV/Å.

> 2S+1 of number 2 (C36H90N6)?

2

> The lowest total charge belongs to which entry?

C36H90N6

> Which value of 2S+1 does entry 1 give?

2